Entry P
# C8H15N3O5

C8H15N3O5 as an isolated structure (wB97M-V/def2-TZVPD, OMol25).

XYZ file:
```
31
Properties=species:S:1:pos:R:3:mulliken_charge:R:1
C -2.01 0.68 0.45 0.7400
C -0.69 -0.14 0.09 0.4500
C -3.13 0.48 -0.48 -1.1184
C -4.13 -0.67 -0.11 0.4183
C 1.73 -0.31 -0.20 0.0510
C 2.12 -1.75 0.33 0.4285
C 2.84 0.68 0.02 -0.1077
C 4.30 0.24 -0.48 -0.9352
H -1.85 2.51 -0.15 0.2621
H -2.39 2.65 1.32 0.3013
H -2.43 0.12 1.41 0.3105
H -3.80 1.29 -0.29 0.3380
H -2.91 0.26 -1.52 0.3289
H -2.61 -1.83 -0.29 0.2489
H -4.06 -2.75 0.35 0.2993
H 0.78 1.55 0.17 0.4942
H 1.86 -0.39 -1.36 0.0670
H 3.00 0.52 1.18 0.3116
H 2.88 2.64 0.13 0.3860
H 4.36 1.06 -1.70 0.2396
H 4.45 -0.92 -0.57 0.3325
H 5.30 0.65 0.42 0.2386
H 0.36 -2.59 -0.22 0.5241
N -1.71 2.12 0.75 -0.7654
N -3.51 -1.86 0.45 -0.4437
N 0.46 0.36 0.30 -0.1778
O -0.79 -1.43 -0.25 -0.9323
O -5.36 -0.37 -0.25 -0.6251
O 3.10 -1.73 1.05 -0.5196
O 2.28 1.86 -0.27 -0.5628
O 1.58 -2.89 -0.29 -0.5826
```

Results
Gap between HOMO and LUMO, Ha: 0.3537

Entry Q
# C8H15N3O5

One molecule with the formula C8H15N3O5 (wB97M-V/def2-TZVPD, OMol25).

XYZ file:
```
31
Properties=species:S:1:pos:R:3:mulliken_charge:R:1
C -2.88 -2.08 1.22 -1.1229
C -1.60 -2.39 0.45 -0.2851
O -1.80 -2.56 -0.95 -0.5893
C -0.53 -1.24 0.51 0.2779
N -1.02 -0.09 -0.11 -0.0036
C -0.81 1.26 0.08 -0.0192
O -1.35 2.12 -0.57 -0.6329
C 0.33 1.70 0.98 -0.0501
N 0.14 0.98 2.31 -0.5554
C 1.81 1.69 0.26 -0.4395
C 1.56 2.31 -1.09 0.2628
N 1.29 1.54 -2.13 -0.2811
O 1.70 3.48 -1.29 -0.6530
C 0.81 -1.82 -0.01 0.0095
O 1.34 -1.46 -1.04 -0.5891
O 1.43 -2.60 0.91 -0.4966
H -3.59 -2.90 1.12 0.4714
H -2.57 -2.16 2.27 0.3363
H -3.41 -1.06 1.07 0.2492
H -1.05 -3.33 0.71 0.4311
H -2.68 -2.94 -1.04 0.3543
H -0.27 -0.86 1.54 0.6827
H -1.82 -0.30 -0.68 0.2771
H 0.22 2.86 1.07 0.3902
H -0.66 1.32 2.82 0.2238
H 0.95 1.22 2.84 0.2142
H 2.05 0.58 0.41 0.3235
H 2.57 2.35 0.84 0.3387
H 1.23 0.53 -1.94 0.2691
H 1.12 1.98 -3.06 0.2123
H 2.37 -2.81 0.66 0.3934
```

Results
Gap between HOMO and LUMO, Ha: 0.3604
SMILES string: C[C@@H](O)[C@H](NC(=O)[C@@H](N)CC(N)=O)C(=O)O

Least stable = entry P

Entry P
# C8H16N2O3S

One molecule with the formula C8H16N2O3S (wB97M-V/def2-TZVPD, OMol25).

XYZ file:
```
30
Properties=species:S:1:pos:R:3:mulliken_charge:R:1
C 0.54 2.95 0.54 -1.4713
C 0.24 1.49 0.32 0.6684
C 0.75 0.58 1.10 -0.8875
C 0.76 -0.92 0.87 0.8612
C 2.29 -1.32 1.03 -1.4573
N 0.29 -1.19 -0.43 -0.3402
C -0.10 -2.54 -0.60 -1.0306
C -1.02 -0.15 -0.76 -0.5150
S -2.33 -0.55 0.46 1.2571
O -2.09 -0.05 1.80 -0.6194
O -2.70 -1.93 0.42 -0.6653
O -3.35 0.41 -0.27 -0.4895
N -0.58 1.12 -0.72 0.1820
C -0.77 2.02 -1.89 -1.1277
H 1.57 3.06 0.66 0.3847
H 0.05 3.18 1.46 0.3426
H 0.13 3.62 -0.28 0.3879
H 1.25 0.96 2.06 0.1197
H 0.19 -1.52 1.62 0.2739
H 2.96 -1.05 0.21 0.3269
H 2.49 -2.37 1.45 0.3504
H 2.58 -0.79 1.94 0.4354
H -0.50 -2.72 -1.68 0.2625
H 0.67 -3.26 -0.51 0.3893
H -0.97 -2.89 0.01 0.3951
H -1.55 -0.37 -1.68 0.5665
H -3.83 1.03 0.28 0.3542
H -1.33 1.59 -2.70 0.3231
H -1.59 2.88 -1.62 0.3415
H 0.09 2.68 -2.19 0.3815
```

Results
Gap between HOMO and LUMO, Ha: 0.3069
SMILES string: CC1=C[C@H](C)N(C)[C@@H](S(=O)(=O)O)N1C

Entry Q
# C8H16N2O3S

A 2-piece molecular cluster, C8H16N2O3S overall (wB97M-V/def2-TZVPD, OMol25).

XYZ file:
```
30
Properties=species:S:1:pos:R:3:mulliken_charge:R:1
C 1.26 -0.25 -1.79 -0.4670
C 1.06 -1.43 -2.31 0.5694
C 0.89 -0.72 0.57 -0.1215
C 2.16 -1.62 0.65 -1.4601
C -0.89 3.52 0.16 -1.3615
C -0.76 -2.18 1.70 -0.9197
C -0.43 2.35 -0.75 0.2796
C 0.87 1.67 -0.29 -1.1989
N 1.05 0.21 -0.48 0.4062
N -0.20 -1.61 0.47 -0.1735
O -2.53 -0.29 -0.46 -0.4646
O -4.13 -2.10 -0.92 -0.3690
O 0.88 -2.33 -3.00 -0.4087
S -3.57 -1.18 0.04 0.6468
H 2.02 0.45 -2.26 0.2464
H 0.76 -0.05 1.51 0.2158
H 3.17 -1.16 0.74 0.3329
H 2.19 -2.39 -0.13 0.3392
H 2.05 -2.21 1.48 0.4845
H -1.88 3.91 -0.20 0.3508
H -1.20 3.09 1.11 0.3859
H -0.13 4.22 0.43 0.3503
H -0.98 -1.32 2.47 0.2557
H -1.66 -2.77 1.37 0.3658
H -0.04 -2.76 2.27 0.2616
H -0.50 2.59 -1.78 0.4120
H -1.16 1.48 -0.74 -0.0917
H 1.79 2.17 -0.58 0.5082
H 0.84 1.75 0.82 0.2441
H -0.92 -1.01 -0.10 0.3810
```

Results
Gap between HOMO and LUMO, Ha: 0.2034

Least stable = entry Q

Entry P
# C5H14N4

One molecule with the formula C5H14N4 (wB97M-V/def2-TZVPD, OMol25).

XYZ file:
```
23
Properties=species:S:1:pos:R:3:mulliken_charge:R:1
C -0.70 1.54 -1.64 -1.0215
C -0.63 0.11 -2.06 -0.4201
N 0.59 -0.61 -1.40 -0.4821
C 0.23 -1.51 -0.29 -1.0069
C -0.03 -0.79 1.01 0.4313
N -0.89 -1.41 1.98 -0.6771
C 0.57 0.37 1.36 0.3482
N 1.27 1.13 0.42 -0.6577
N 0.32 0.97 2.59 -0.5710
H -1.71 1.94 -1.73 0.3447
H 0.01 2.15 -2.19 0.2896
H -0.22 1.64 -0.54 0.3044
H -0.48 0.02 -3.14 0.4189
H -1.53 -0.45 -1.77 0.2241
H 1.07 -1.16 -2.11 0.2873
H 1.08 -2.20 -0.17 0.3499
H -0.65 -2.12 -0.53 0.3292
H -0.85 -2.43 1.90 0.2652
H -1.86 -1.12 1.88 0.2115
H 2.04 1.65 0.81 0.1824
H 1.34 0.45 -0.58 0.3829
H 1.08 1.53 2.94 0.1881
H -0.04 0.30 3.26 0.2784
```

Results
Gap between HOMO and LUMO, Ha: 0.2843
SMILES string: CCNCC(N)=C(N)N

Entry Q
# C5H14N4

A 2-piece molecular cluster, C5H14N4 overall (wB97M-V/def2-TZVPD, OMol25).

XYZ file:
```
23
Properties=species:S:1:pos:R:3:mulliken_charge:R:1
H -0.37 -2.08 0.77 0.2924
N 0.13 -1.43 1.44 -0.8147
C 0.08 -0.21 1.13 0.2991
N 0.85 0.64 1.87 -0.2820
C 1.41 1.91 1.45 -0.8226
C -0.94 0.49 0.14 0.3001
C -1.98 -0.47 -0.46 -1.6226
N -0.32 1.34 -0.87 -0.5387
H 1.42 0.13 2.53 0.3105
H 0.83 2.31 0.63 0.3613
H 2.45 1.80 1.12 0.2364
H 1.39 2.60 2.29 0.2862
H -1.48 1.17 0.82 0.4870
H -2.84 0.10 -0.83 0.4412
H -2.34 -1.18 0.29 0.3948
H -1.58 -1.02 -1.30 0.2962
H -1.03 1.87 -1.36 0.2464
H 0.17 0.77 -1.55 0.1454
C 1.07 -1.43 -1.60 -0.5346
N 0.44 -2.42 -1.15 -0.4553
H 1.04 -1.06 -2.63 0.3282
H 1.71 -0.89 -0.91 0.4270
H -0.10 -2.95 -1.83 0.2182
```

Results
Gap between HOMO and LUMO, Ha: 0.3322
SMILES string: [H]/N=C(/NC)[C@H](C)N.C=N

Entry R
# C5H14N4

C5H14N4 as an isolated structure (wB97M-V/def2-TZVPD, OMol25).

XYZ file:
```
23
Properties=species:S:1:pos:R:3:mulliken_charge:R:1
C -1.13 -0.80 -1.64 -1.0809
N -1.00 -0.64 -0.20 0.3058
C -1.11 0.82 0.39 0.3033
N -1.58 -1.67 0.60 -0.7034
N -1.27 0.75 1.74 -0.3666
N -1.28 1.88 -0.30 -0.8033
H -2.45 -1.98 0.19 0.2254
H -0.92 -2.45 0.62 0.2382
H -1.67 -0.10 2.10 0.2816
H -1.62 1.61 2.14 0.2604
H -0.97 1.83 -1.26 0.2488
H -2.17 -0.91 -1.94 0.3558
H -0.55 -1.68 -1.94 0.3403
H -0.64 0.02 -2.17 0.3795
C 2.36 0.79 -0.81 -1.1699
C 1.50 0.34 0.33 0.5286
C 1.99 0.03 1.52 -0.8958
H 0.36 -0.41 -0.07 0.0823
H 2.12 1.81 -1.11 0.2225
H 3.43 0.74 -0.57 0.4008
H 2.22 0.17 -1.70 0.2642
H 3.05 -0.10 1.70 0.3102
H 1.33 -0.07 2.38 0.2721
```

Results
Gap between HOMO and LUMO, Ha: 0.2950

Entry S
# C5H14N4

A 3-piece molecular cluster, C5H14N4 overall (wB97M-V/def2-TZVPD, OMol25).

XYZ file:
```
23
Properties=species:S:1:pos:R:3:mulliken_charge:R:1
C 0.50 -0.27 0.56 -0.6452
C -1.40 1.24 1.46 -0.7351
C -1.54 -1.08 -0.33 -1.0272
C -1.19 2.58 0.86 -0.7926
N -0.51 -0.06 -0.25 -0.0832
C 1.34 -1.32 -1.51 0.3608
N 1.51 0.63 0.70 -0.3077
N 2.03 -2.43 -1.11 -0.4505
N 1.65 -0.63 -2.53 -0.7555
H 0.48 -1.05 1.33 0.5472
H 2.35 0.29 1.13 0.2561
H 1.67 1.21 -0.12 0.3145
H 1.52 -3.11 -0.58 0.2253
H 2.70 -2.81 -1.77 0.2646
H 1.04 0.17 -2.66 0.2896
H -2.39 0.81 1.42 0.3970
H -0.87 1.01 2.38 0.3247
H -2.52 -0.61 -0.37 0.3347
H -1.53 -1.79 0.52 0.3528
H -1.41 -1.64 -1.26 0.3342
H -1.63 3.38 1.48 0.3230
H -0.13 2.82 0.76 0.2183
H -1.65 2.65 -0.13 0.2542
```

Results
Gap between HOMO and LUMO (alpha / beta), Ha: 0.3091 / 0.2464

Least stable = entry S